(1)
46
Properties=species:S:1:pos:R:3:mulliken_spin:R:1 method="wB97M-V/def2-TZVPD" multiplicity=5 gap_ev="6.97 / 4.89" charge=+2
Ru 11.8327 8.3910 9.6053 2.592
C 11.0111 12.1164 7.4536 0.001
C 12.2117 11.3487 7.0870 0.028
N 12.8470 11.6520 5.9907 -0.010
C 14.0344 11.1605 5.6965 0.033
C 14.6889 10.2271 6.5105 -0.008
C 16.0558 9.6503 6.1740 0.002
O 16.0350 8.2805 6.5209 0.000
C 13.9506 9.8091 7.6375 0.043
C 14.5327 8.9690 8.6409 -0.069
N 13.8952 8.3056 9.5399 -0.026
C 14.6621 7.5516 10.5174 0.009
C 15.7867 6.8514 10.0789 -0.004
C 16.4511 6.0515 10.9587 0.000
C 16.0595 5.9390 12.3058 -0.002
C 14.9654 6.6684 12.7052 -0.009
C 14.2889 7.5112 11.8380 -0.004
I 12.5450 8.4712 12.4530 0.160
C 12.7200 10.3954 7.9760 0.046
O 12.0882 10.1526 9.1779 0.199
H 10.3597 12.3395 6.5989 0.001
H 11.3194 13.0162 7.9447 0.003
H 10.4867 11.5372 8.2113 -0.001
H 14.4888 11.4935 4.7775 0.000
H 16.8660 10.2316 6.7390 -0.002
H 16.1779 9.7205 5.0935 0.000
H 16.9582 7.9712 6.4979 0.000
H 15.5995 8.9929 8.7331 -0.001
H 16.0290 6.8676 9.0123 -0.001
H 17.3698 5.5306 10.6505 0.000
H 16.5485 5.3320 13.0022 0.000
H 14.5834 6.6611 13.7424 -0.004
Cl 5.4213 4.9608 10.6458 0.139
C 6.7235 5.9438 10.5580 0.281
C 6.4847 7.3625 10.5529 -0.080
C 7.5287 8.2210 10.3822 0.159
C 8.8597 7.6991 10.0854 0.082
O 9.7307 8.5573 9.7768 0.224
C 9.0971 6.2869 10.1643 0.079
C 10.3900 5.6924 9.9837 0.014
O 11.5051 6.3003 9.8639 0.035
C 8.0441 5.4232 10.4301 0.095
H 5.4583 7.7190 10.7440 0.001
H 7.3574 9.2906 10.5315 -0.001
H 10.4062 4.6219 9.9365 0.000
H 8.2049 4.3605 10.4782 -0.001

(2)
50
Properties=species:S:1:pos:R:3:mulliken_charge:R:1 method="wB97M-V/def2-TZVPD" de_lowest_kcal_mol=4.0 gap_ev=8.27 smiles="COC(=O)c1ccc(C(=O)OC)c(NC(=O)CSc2nc(-c3ccco3)cc(C(F)(F)F)n2)c1"
C 2.8738 3.0146 1.6774 -0.799
H 3.7733 2.4117 1.7747 0.216
H 2.7373 3.6467 2.5570 0.323
H 2.9249 3.6523 0.7920 0.329
O 1.7969 2.0959 1.5585 -0.154
C 0.5861 2.6195 1.3561 0.109
O 0.3748 3.8041 1.2613 -0.637
C -0.4593 1.5716 1.2023 0.438
C -0.1508 0.2305 1.3569 -0.382
C -1.0988 -0.7535 1.0755 0.083
C -2.3938 -0.3593 0.6726 0.231
C -2.6985 1.0013 0.5810 -0.743
C -1.7464 1.9621 0.8320 -1.235
H -1.9666 3.0136 0.7365 0.522
H -3.6955 1.2880 0.2877 0.468
C -3.4212 -1.3596 0.3177 1.179
O -3.2567 -2.5652 0.3280 -0.744
O -4.5841 -0.8102 -0.0369 -0.316
C -5.6161 -1.7174 -0.3985 -0.712
H -6.4735 -1.1069 -0.6690 0.234
H -5.8591 -2.3703 0.4421 0.312
H -5.3003 -2.3347 -1.2419 0.314
N -0.7721 -2.0957 1.0920 -0.026
C 0.4498 -2.6557 1.3396 0.181
O 1.3422 -2.1325 1.9631 -0.572
C 0.6182 -4.0026 0.6561 -0.788
H -0.1379 -4.7271 0.9515 0.462
H 1.6215 -4.3880 0.8295 0.464
S 0.3627 -3.7060 -1.1386 -0.267
C 1.2681 -2.1876 -1.1832 0.204
N 0.6256 -1.1203 -1.6038 -0.416
C 1.2493 0.0537 -1.4864 0.523
C 2.5533 0.1298 -0.9688 -0.520
C 3.1253 -1.0719 -0.5996 0.140
N 2.4986 -2.2324 -0.7005 -0.493
C 4.5355 -1.1121 -0.0569 0.891
F 4.8293 -2.2327 0.5890 -0.260
F 4.7690 -0.0887 0.7823 -0.235
F 5.4361 -0.9822 -1.0519 -0.284
H 3.0595 1.0718 -0.8522 0.613
C 0.5041 1.2288 -1.8403 0.289
C -0.7777 1.3588 -2.3272 -0.278
C -1.0217 2.7407 -2.4174 -0.721
C 0.1195 3.3532 -1.9812 -0.488
O 1.0425 2.4546 -1.6352 -0.424
H 0.3747 4.3884 -1.8667 0.512
H -1.9166 3.2190 -2.7572 0.512
H -1.4337 0.5517 -2.5772 0.658
H -1.5084 -2.6916 0.7021 0.319
H 0.8371 -0.0581 1.6759 0.967

(3)
46
Properties=species:S:1:pos:R:3:mulliken_charge:R:1 method="wB97M-V/def2-TZVPD" gap_ev=8.88 smiles=FC(F)(F)c1nc(-c2ccsc2)cc(N(Cc2ccccn2)Cc2ccccn2)n1
F -4.7268 -1.3172 0.7933 -0.272
F -5.1655 -0.8356 2.8994 -0.244
F -4.0960 -2.7710 2.2042 -0.244
N -2.4617 0.0310 3.1065 -0.519
N -1.9603 -1.0953 1.1495 -0.418
N 0.5752 0.2494 -3.1301 -0.525
N 2.5757 -2.9926 -0.5527 -0.495
S -0.0308 2.2832 6.8094 -0.145
C -1.6721 2.2379 6.6660 -0.236
C 0.2009 1.6507 5.2586 -0.317
C -2.1202 1.4974 5.5813 -1.128
C -0.9967 1.1892 4.6558 0.486
C -2.7660 -0.7437 2.0736 -0.134
C -0.1093 0.5226 -4.2104 -0.167
C 3.4364 -3.4342 -1.4036 -0.289
C -1.2703 0.4397 3.3424 0.734
C -0.7050 -0.6831 1.3312 0.292
C -0.0520 0.1994 -1.9115 0.789
C 1.2825 -2.8972 -0.9018 0.262
C -0.2634 0.0722 2.4890 -0.975
C -1.5347 0.5674 -4.2910 -0.632
C 3.0693 -3.7966 -2.7497 -0.286
C -1.4737 0.2797 -1.8400 -0.231
C 0.8173 -3.3011 -2.2358 -0.344
C -2.1887 0.3126 -3.0471 -0.593
C 1.7983 -3.7114 -3.2312 -0.509
N 0.1589 -0.9570 0.3768 0.560
C -4.2069 -1.4294 2.0607 0.806
C 0.7163 0.0246 -0.6271 -1.037
C 0.3344 -2.3982 0.1446 -0.405
H -2.2269 2.6849 7.4117 0.499
H 1.2309 1.6310 4.7947 0.305
H -3.1481 1.2954 5.4283 0.436
H 0.5907 0.7448 -5.0436 0.385
H 4.3904 -3.4549 -0.9396 0.465
H 0.7784 0.3194 2.5255 0.459
H -1.9737 0.8044 -5.2250 0.434
H 3.7415 -4.3009 -3.5213 0.239
H -2.0160 0.3422 -0.9341 0.397
H -0.2428 -3.3266 -2.5239 0.350
H -3.2524 0.2343 -2.9482 0.463
H 1.4720 -4.1091 -4.2624 0.325
H 1.7348 -0.2910 -0.8869 0.253
H 0.8382 1.0286 -0.2002 0.461
H -0.6137 -2.9614 -0.1622 0.315
H 0.4182 -2.8553 1.2163 0.431

(4)
48
Properties=species:S:1:pos:R:3:mulliken_spin:R:1 method="wB97M-V/def2-TZVPD" multiplicity=2 de_lowest_kcal_mol=0.0 gap_ev="6.87 / 5.52" charge=+3
Ir 1.0496 0.1079 -0.4620 0.045
N 4.6448 1.2467 -2.3910 0.000
C 3.5637 0.4842 -2.5152 0.000
N 2.9079 0.5271 -1.3597 0.006
C 3.6702 1.3511 -0.5761 0.006
N 4.7357 1.8003 -1.1708 0.000
C 3.1979 1.5790 0.7766 -0.002
C 3.8426 2.3048 1.7691 0.000
N 3.3430 2.4018 2.9919 0.000
C 2.1988 1.7846 3.2502 0.000
C 1.5128 1.0610 2.2820 -0.004
N 2.0241 0.9686 1.0495 0.001
H 5.3641 1.4322 -3.0814 0.000
H 3.2955 -0.0610 -3.4060 0.001
H 4.7835 2.7991 1.5544 0.000
H 1.7964 1.8666 4.2526 0.000
H 0.5662 0.5820 2.4819 0.000
O -1.5117 2.2077 1.1646 0.012
S -1.2939 1.6321 -0.1101 -0.008
O -0.0314 1.9566 -0.8467 0.011
N -0.7875 -0.0184 0.1325 0.257
C -1.2169 -1.1645 0.6615 0.160
C -2.5113 -1.4834 1.1241 0.095
C -2.7518 -2.7429 1.6395 0.031
C -1.7417 -3.7013 1.7047 0.256
C -0.4175 -3.4248 1.2434 0.004
C 0.6428 -4.3544 1.2839 0.025
C 1.8795 -3.9833 0.8094 0.008
C 2.0641 -2.7002 0.2931 -0.021
N 1.0760 -1.8068 0.2414 0.021
C -0.1597 -2.1607 0.7201 0.099
C -2.6452 1.7125 -1.1509 0.000
C -3.8457 2.1798 -0.6050 0.000
C -4.9401 2.2825 -1.4447 0.000
C -4.8260 1.9235 -2.7829 0.003
C -3.6186 1.4629 -3.3106 0.000
C -2.5097 1.3577 -2.4989 -0.001
H -3.2983 -0.7414 1.0754 -0.007
H -3.7408 -2.9923 2.0001 0.006
H -1.9574 -4.6813 2.1135 -0.005
H 0.4799 -5.3475 1.6854 0.004
H 2.7163 -4.6677 0.8252 0.000
H 3.0238 -2.3822 -0.0918 -0.002
H -3.9047 2.4775 0.4332 0.000
H -5.8778 2.6575 -1.0587 0.000
H -5.6866 2.0149 -3.4327 0.000
H -3.5478 1.2084 -4.3589 0.000
H -1.5573 1.0436 -2.9053 0.001

(5)
43
Properties=species:S:1:pos:R:3:mulliken_charge:R:1 method="wB97M-V/def2-TZVPD" de_lowest_kcal_mol=25.1 gap_ev=8.17 smiles="C=Cc1ccc(S(=O)(=O)Nc2ccc3oc(-c4ccccc4)nc3c2)cc1"
O 0.7855 -1.6022 -5.4140 -0.709
O -0.7214 0.0253 -4.4794 -0.687
N 0.6736 1.0651 1.0842 -0.673
O 0.8441 3.3047 0.6262 -0.396
C 0.5252 2.2817 1.5580 0.606
C -2.4704 -4.8501 0.8674 -0.858
C -1.2810 -4.8169 0.1853 -0.303
C -0.6059 3.3765 5.5453 -0.271
C -0.3378 4.3737 4.6314 -0.690
C -0.5575 2.0622 5.1955 -0.602
C 1.5061 3.0702 -1.7201 -1.500
C 0.0872 4.0065 3.3340 -0.265
C -0.2010 1.6782 3.9297 -0.382
C 0.2688 -4.0317 -1.5933 -0.857
C -1.7435 -2.7636 -1.2201 -0.577
C 1.7172 2.1351 -2.7381 -0.610
C 1.2639 0.3333 -1.2206 -0.283
C 0.6478 -3.1566 -2.6414 -0.448
C -1.3656 -1.9038 -2.2066 -0.265
C 1.0835 1.2763 -0.2207 0.532
C 1.1574 2.6126 -0.4792 0.687
C 0.1552 2.6601 2.9469 0.080
C -0.9369 -3.8650 -0.8770 1.226
C 1.5323 0.7488 -2.5104 0.288
C -0.1876 -2.0881 -2.9484 -0.223
N 1.6623 -0.1033 -3.5655 -0.274
S 0.3361 -0.9348 -4.2069 1.412
H -2.6060 -5.5751 1.6415 0.263
H -3.2864 -4.1872 0.6627 0.227
H -0.5065 -5.5312 0.5158 0.238
H -0.8850 3.6644 6.5449 0.375
H -0.4752 5.4048 4.9431 0.375
H -0.7717 1.3295 5.9676 0.355
H 1.5818 4.1503 -1.8747 0.409
H 0.3443 4.7913 2.6651 0.455
H -0.1859 0.6568 3.7384 0.512
H 0.9487 -4.8254 -1.3612 0.378
H -2.6320 -2.5631 -0.6315 0.220
H 1.9151 2.5165 -3.7183 0.327
H 1.1707 -0.7124 -0.9837 0.669
H 1.5394 -3.3581 -3.1902 0.444
H -2.0001 -1.0422 -2.4264 0.437
H 2.0112 0.3870 -4.3552 0.355